# 1
Density functional theory data (ωB97M-V with the def2-TZVPD basis set) for an isolated molecule of C3H4IN in a non-equilibrium geometry.

Atoms and positions in Å:
1 C -1.29322 0.14214 -0.52484
2 C 0.04802 1.24210 0.14489
3 C -0.18751 -0.87270 -0.19931
4 N 0.65360 0.14472 0.32851
5 I 2.80338 0.07448 0.67468
6 H -2.26267 0.10291 0.14585
7 H 0.38206 2.20282 0.05890
8 H -0.45920 -1.67827 0.39482
9 H 0.31554 -1.35821 -1.02352

The SMILES is IN1C=CC1. The calculation puts the LUMO energy (alpha / beta) at -1.007 / -1.004 eV.

Mulliken analysis output, partial charges in e: C -0.38; C -0.20; C -0.28; N -0.12; I 0.06; H 0.12; H 0.34; H 0.28; H 0.19


# 2
Density functional theory data (ωB97M-V with the def2-TZVPD basis set) for the ion C3H4IN2S with charge +1 in a non-equilibrium geometry.

Atoms and positions in Å:
1 C 0.19865 -0.26695 0.87691
2 C 0.85435 -1.56067 0.68700
3 C -1.31434 0.41037 0.48088
4 N -0.25973 0.66586 -0.15734
5 N 0.28160 1.09380 -1.28260
6 S 0.81628 -2.47994 -0.64717
7 I -3.37535 0.78066 -0.06165
8 H 0.36771 0.25408 1.82848
9 H 1.27712 -1.76193 1.62352
10 H 1.36719 1.06927 -1.43182
11 H -0.21347 1.79545 -1.91621

The charge is +1. The SMILES is N[N+]1=C(I)[C@H]1C=S. The calculation puts the LUMO energy at -6.126 eV.

Mulliken analysis output, partial charges in e: C -0.02; C -0.25; C -0.10; N 0.47; N -0.63; S -0.07; I 0.35; H 0.36; H 0.31; H 0.30; H 0.28


# 3
Density functional theory data (ωB97M-V with the def2-TZVPD basis set) for an isolated molecule of C3H4IN3 in a non-equilibrium geometry.

Atoms and positions in Å:
1 C 1.94695 -1.10456 0.07009
2 C -1.22587 0.00040 -0.07445
3 C -2.38067 0.92424 -0.08107
4 N 0.66823 -1.40798 0.05011
5 N -0.20897 -0.53807 0.13919
6 N 2.33666 0.08971 -0.10483
7 I 4.36332 0.51708 -0.02614
8 H 2.44773 -2.06290 0.34611
9 H -1.93161 1.98893 0.09119
10 H -2.78268 0.85916 -1.08358
11 H -3.23310 0.73399 0.67339

The calculation puts the LUMO energy at 0.194 eV.

Mulliken analysis output, partial charges in e: C 0.29; C 0.33; C -0.79; N -1.02; N 0.69; N -0.66; I 0.04; H 0.36; H 0.24; H 0.26; H 0.27


# 4
Density functional theory data (ωB97M-V with the def2-TZVPD basis set) for an isolated molecule of C3H4INO in a non-equilibrium geometry.

Atoms and positions in Å:
1 C 0.11254 -0.17325 -0.54569
2 C -1.84885 0.15086 0.90783
3 C 1.52260 -0.38319 -0.39589
4 N -0.62526 -0.08878 0.47200
5 O -2.62112 -0.72387 1.28401
6 I -2.20847 2.35857 0.98201
7 H -0.15359 0.14447 -1.56764
8 H 1.80569 -1.10949 0.50804
9 H 2.00210 0.50577 -0.27372
10 H 2.01434 -0.68109 -1.37095

The SMILES is C/C=N/C(=O)I. The calculation puts the LUMO energy at -0.335 eV.

Mulliken analysis output, partial charges in e: C 0.16; C 0.39; C -1.00; N -0.27; O -0.48; I -0.03; H 0.34; H 0.26; H 0.33; H 0.31


# 5
Density functional theory data (ωB97M-V with the def2-TZVPD basis set) for an isolated molecule of C3H4INS in a non-equilibrium geometry.

Atoms and positions in Å:
1 C 0.63416 0.94435 -0.07151
2 C 0.96909 -0.26759 -0.80920
3 C -0.74819 -0.41055 1.09816
4 N -0.25952 0.84902 0.83734
5 S -0.01520 -1.66371 0.02733
6 I -2.92047 0.19388 -0.25796
7 H 0.92720 1.89082 -0.44268
8 H 0.59962 -0.52590 -1.86791
9 H 2.04522 -0.43246 -0.54642
10 H -1.23192 -0.57785 2.03286

The SMILES is I[C@@H]1N=CCS1. The calculation puts the LUMO energy (alpha / beta) at -1.321 / -1.318 eV.

Mulliken analysis output, partial charges in e: C -0.16; C -0.42; C -0.39; N -0.45; S -0.02; I -0.17; H 0.40; H 0.36; H 0.30; H 0.54


# 6
Density functional theory data (ωB97M-V with the def2-TZVPD basis set) for a structure of composition C3H4InLiO4 in a non-equilibrium geometry.

Atoms and positions in Å:
1 O -0.43209 0.93020 1.75958
2 C -0.51715 1.67827 0.73976
3 C -0.13894 -0.87918 0.29133
4 O 0.50682 2.15627 0.16721
5 O -1.45080 1.13815 -0.06231
6 C -1.18420 -0.17176 -0.58441
7 H -0.46175 -1.33317 1.23890
8 H -0.12167 -1.89075 -0.14966
9 H -2.13085 -0.72245 -0.56792
10 H -0.84054 -0.01540 -1.61628
11 O 1.76637 -0.47755 -0.31394
12 In 1.95798 1.30298 -0.64097
13 Li 3.04683 -1.71561 -0.26129

The charge is +2. The calculation puts the LUMO energy (alpha / beta) at -12.660 / -12.867 eV.

Mulliken analysis output, partial charges in e: O -0.44; C 0.80; C -0.23; O -0.39; O -0.34; C -0.37; H 0.43; H 0.36; H 0.36; H 0.30; O -0.61; In 1.20; Li 0.91


# 7
Density functional theory data (ωB97M-V with the def2-TZVPD basis set) for a structure of composition C3H4LaO3 in a non-equilibrium geometry.

Atoms and positions in Å:
1 C 0.31669 -0.58430 0.40607
2 O -1.92994 -1.10247 -0.22594
3 C -1.99361 0.24228 -0.02780
4 C -0.65307 -1.62254 0.10867
5 O -0.82762 0.72382 0.27840
6 O -3.06826 0.79378 0.10500
7 H 0.46745 -0.59272 1.50208
8 H -0.66250 -2.30606 0.96364
9 H 0.02232 -1.76379 -0.90564
10 La 2.66360 0.60701 -0.60128
11 H 4.27699 -0.72431 -0.04565

The multiplicity is 2. The calculation puts the LUMO energy (alpha / beta) at -1.451 / -1.472 eV.

Mulliken analysis output, partial charges in e: C -0.54; O -0.32; C 0.69; C -0.19; O -0.41; O -0.58; H 0.26; H 0.28; H 0.16; La 0.98; H -0.32


# 8
Density functional theory data (ωB97M-V with the def2-TZVPD basis set) for a structure of composition C3H4LaO3 in a non-equilibrium geometry.

Atoms and positions in Å:
1 O -1.10925 0.24485 -0.72975
2 C -0.10966 -0.45991 -1.21807
3 C 0.01337 1.35919 0.49172
4 O -0.29634 -1.31556 -2.14911
5 O 0.68488 -0.87086 -0.16993
6 C 0.72826 0.09882 0.90798
7 La -1.85767 -2.85810 -1.13279
8 H -0.67707 1.82565 1.19580
9 H 0.60886 2.08529 -0.06969
10 H 0.21924 -0.36117 1.76256
11 H 1.79539 0.25180 1.11128

The multiplicity is 2. The charge is +2. The calculation puts the LUMO energy (alpha / beta) at -9.322 / -9.334 eV.

Mulliken analysis output, partial charges in e: O -0.47; C 0.81; C -0.13; O -0.69; O -0.23; C -0.24; La 1.75; H 0.30; H 0.31; H 0.26; H 0.32


# 9
Density functional theory data (ωB97M-V with the def2-TZVPD basis set) for a structure of composition C3H4LiNiO2 in a non-equilibrium geometry.

Atoms and positions in Å:
1 O 0.45684 1.04816 -0.42880
2 Li -1.46492 0.47238 -0.17357
3 C 1.39520 0.25552 -0.24480
4 C 1.24355 -1.04295 0.41630
5 H 2.41766 0.56534 -0.51835
6 H 2.07127 -1.16173 1.13423
7 H 1.40312 -1.82433 -0.34441
8 Ni 0.74358 2.90999 -1.22088
9 C -3.72415 0.04397 0.14022
10 O -4.82046 -0.13957 0.29407
11 H 0.27830 -1.12679 0.94600

The multiplicity is 4. The charge is +2. The calculation puts the LUMO energy (alpha / beta) at -9.184 / -11.362 eV.

Mulliken analysis output, partial charges in e: O -0.47; Li 1.02; C 0.71; C -1.06; H 0.29; H 0.33; H 0.35; Ni 0.66; C -0.25; O 0.11; H 0.30


# 10
Density functional theory data (ωB97M-V with the def2-TZVPD basis set) for a structure of composition C3H4LiNiO2 in a non-equilibrium geometry.

Atoms and positions in Å:
1 O -0.11239 -1.11914 0.72876
2 Li -1.22147 0.87549 0.27991
3 C 1.10607 -0.75151 0.61201
4 C 1.36502 -0.25903 -0.72208
5 H 1.86732 -1.25039 1.22566
6 H 2.32100 -0.62202 -1.12626
7 H 1.37445 0.84090 -0.68322
8 Ni -0.80466 -2.23738 2.04108
9 C -2.82832 2.39862 -0.38981
10 O -3.63046 3.11762 -0.70366
11 H 0.56343 -0.99316 -1.26239

The multiplicity is 3. The charge is +3. The calculation puts the LUMO energy (alpha / beta) at -16.571 / -19.207 eV.

Mulliken analysis output, partial charges in e: O -0.45; Li 1.02; C 0.59; C -0.93; H 0.35; H 0.36; H 0.45; Ni 1.42; C -0.27; O 0.15; H 0.31